Entry 1:
C35H33AsBrF6GeN6O5STi | ωB97M-V with the def2-TZVPD basis set

- Highest occupied orbital energy (alpha / beta): -12.686 / -12.686 eV
- Calculated total energy: -293651.759 eV

```
! wB97M-V def2-TZVPD RIJCOSX def2/J DEFGRID3
* xyz 2 2
Ti 1.367 0.364 2.406
O 4.279 -0.536 4.846
C 3.229 -0.694 4.312
O 2.855 0.078 3.241
C 2.167 -1.703 4.654
C 2.430 -2.607 5.633
C 1.457 -3.528 5.937
C 0.264 -3.501 5.289
C 0.113 -2.531 4.271
N 1.018 -1.664 3.950
H 3.373 -2.540 6.130
H 1.679 -4.246 6.716
H -0.492 -4.222 5.478
H -0.799 -2.502 3.685
C 1.962 5.513 -2.909
C 2.946 4.551 -2.396
N 4.145 4.253 -2.907
N 4.660 3.336 -2.088
C 3.889 3.062 -1.035
S 4.304 2.055 0.246
N 2.790 3.820 -1.253
N 1.724 3.726 -0.400
H 2.273 5.765 -3.901
H 1.927 6.449 -2.353
H 0.937 5.142 -2.957
H 5.559 2.907 -2.308
H 1.107 2.982 -0.628
H 1.288 4.612 -0.244
O -3.539 2.442 5.514
C -2.437 1.991 4.915
C -1.226 1.721 5.607
C -0.183 1.224 4.914
N -0.230 0.942 3.593
C -1.362 1.270 2.939
Br -1.167 0.723 1.104
C -2.475 1.804 3.537
H -3.378 2.501 6.462
H -1.125 1.838 6.678
H 0.719 0.949 5.420
H -3.375 1.947 2.968
F 1.717 2.136 2.470
As 2.420 3.966 3.682
F 0.710 3.820 4.067
F 2.019 4.724 2.166
F 2.568 5.433 4.485
F 4.014 3.707 3.094
F 2.672 2.817 4.906
O 1.641 0.934 -1.251
C 1.615 -0.079 -0.619
O 1.771 -0.064 0.730
C 1.428 -1.544 -1.094
C 1.067 -1.643 -2.574
Ge -0.907 -1.851 -2.900
C -1.207 -1.491 -4.755
C -0.500 -2.136 -5.736
C -0.798 -1.915 -7.071
C -1.845 -1.064 -7.389
C -2.636 -0.507 -6.392
C -2.336 -0.755 -5.074
C -1.939 -0.451 -1.938
C -3.065 -0.787 -1.162
C -3.931 0.196 -0.679
C -3.701 1.561 -0.920
C -2.556 1.880 -1.639
C -1.715 0.913 -2.158
C -1.429 -3.638 -2.334
C -0.561 -4.537 -1.732
C -1.019 -5.780 -1.311
C -2.363 -6.157 -1.492
C -3.178 -5.308 -2.220
C -2.691 -4.089 -2.688
H 0.717 -2.054 -0.443
H 2.388 -2.029 -0.852
H 1.540 -2.494 -3.029
H 1.449 -0.835 -3.140
H 0.259 -2.844 -5.469
H -0.232 -2.409 -7.861
H -2.011 -0.829 -8.442
H -3.524 0.098 -6.644
H -2.873 -0.254 -4.296
H -3.241 -1.842 -0.939
H -4.787 -0.130 -0.103
H -4.357 2.332 -0.535
H -2.343 2.902 -1.805
H -0.845 1.234 -2.728
H 0.489 -4.299 -1.586
H -0.261 -6.459 -0.840
H -2.784 -7.025 -1.028
H -4.214 -5.573 -2.493
H -3.306 -3.474 -3.304
*
```

=====

Entry 2:
C31H67BN2O11S | ωB97M-V with the def2-TZVPD basis set

- SMILES: C=CCB(CCCCCCCSc1nnco1)OC[C@H](C)O.COCCOC.COCCOC.COCCOC.COCCOC
- Highest occupied orbital energy: -7.402 eV
- Calculated total energy: -70238.715 eV

```
! wB97M-V def2-TZVPD RIJCOSX def2/J DEFGRID3
* xyz 0 1
C -2.047 2.636 -2.199
C -2.643 1.387 -2.139
C -2.360 0.220 -3.073
B -1.170 -0.737 -2.601
C 0.312 -0.348 -3.038
C 1.376 -0.929 -2.069
C 2.782 -0.344 -2.283
C 3.121 0.793 -1.306
C 4.492 1.432 -1.645
C 4.618 2.892 -1.118
C 5.917 3.127 -0.304
S 5.686 3.929 1.305
C 4.921 2.735 2.322
N 4.972 2.767 3.586
N 4.226 1.713 4.090
C 3.788 1.107 3.063
O 4.170 1.675 1.894
O -1.343 -1.899 -1.878
C -2.193 -1.794 -0.747
C -1.449 -1.524 0.574
C -1.040 -0.059 0.787
O -0.314 -2.386 0.670
H -2.624 3.482 -2.585
H -1.049 2.876 -1.824
H -3.408 1.233 -1.364
H -3.282 -0.382 -3.069
H -2.249 0.601 -4.087
H 0.457 -0.869 -4.002
H 0.415 0.729 -3.219
H 1.434 -2.000 -2.292
H 1.022 -0.854 -1.038
H 2.922 -0.026 -3.323
H 3.509 -1.151 -2.112
H 2.358 1.577 -1.337
H 3.227 0.323 -0.323
H 5.299 0.815 -1.232
H 4.602 1.380 -2.735
H 4.639 3.542 -1.995
H 3.739 3.076 -0.499
H 6.542 3.808 -0.887
H 6.481 2.201 -0.172
H 3.169 0.224 3.019
H -2.677 -2.776 -0.629
H -3.013 -1.069 -0.846
H -2.135 -1.798 1.391
H -1.188 0.583 -0.084
H -1.609 0.353 1.625
H 0.008 -0.057 1.104
H -0.658 -3.275 0.517
C -5.218 -3.110 -2.646
O -5.658 -2.435 -1.478
C -6.671 -1.477 -1.753
C -8.053 -2.012 -1.438
O -8.405 -3.092 -2.288
C -8.226 -4.360 -1.676
H -4.674 -4.003 -2.339
H -6.053 -3.411 -3.282
H -4.541 -2.463 -3.215
H -6.612 -1.140 -2.793
H -6.476 -0.613 -1.108
H -8.784 -1.215 -1.611
H -8.122 -2.310 -0.387
H -9.053 -4.561 -0.987
H -7.278 -4.430 -1.140
H -8.236 -5.115 -2.462
C 3.173 4.679 5.183
O 3.224 6.043 5.590
C 2.742 6.933 4.598
C 1.313 7.361 4.870
O 0.409 6.270 4.777
C 0.055 5.735 6.040
H 3.278 4.058 6.073
H 2.225 4.434 4.697
H 3.998 4.460 4.505
H 2.830 6.486 3.602
H 3.382 7.820 4.627
H 1.015 8.090 4.110
H 1.235 7.843 5.849
H -0.685 6.380 6.527
H 0.923 5.617 6.692
H -0.391 4.755 5.876
C -8.684 -7.829 -0.288
O -8.595 -6.874 0.757
C -9.765 -6.835 1.561
C -9.591 -7.615 2.849
O -9.425 -9.003 2.604
C -8.070 -9.417 2.655
H -7.680 -8.009 -0.670
H -9.101 -8.777 0.059
H -9.305 -7.433 -1.099
H -10.631 -7.200 1.000
H -9.945 -5.785 1.812
H -10.497 -7.501 3.452
H -8.749 -7.222 3.427
H -7.743 -9.505 3.696
H -7.411 -8.729 2.121
H -8.002 -10.397 2.185
C 12.084 2.771 -3.312
O 11.636 3.462 -2.157
C 10.601 4.393 -2.434
C 9.236 3.833 -2.090
O 8.895 2.730 -2.919
C 9.109 1.477 -2.291
H 12.648 1.899 -2.982
H 11.253 2.435 -3.935
H 12.744 3.415 -3.903
H 10.637 4.713 -3.480
H 10.786 5.270 -1.806
H 8.485 4.610 -2.267
H 9.187 3.550 -1.034
H 8.298 1.267 -1.585
H 10.067 1.438 -1.770
H 9.103 0.710 -3.065
*
```

=====

Entry 3:
C14H34N4O3Ta | ωB97M-V with the def2-TZVPD basis set

- Highest occupied orbital energy: -4.877 eV
- Calculated total energy: -28724.976 eV

```
! wB97M-V def2-TZVPD RIJCOSX def2/J DEFGRID3
* xyz -1 1
C 3.236 -1.664 0.884
C 2.755 -0.810 -0.302
Ta 0.563 -0.259 -0.570
N -1.476 0.192 -0.916
C 0.612 -1.234 -2.611
C -0.702 -1.843 -3.125
C 1.198 1.686 -1.499
C 0.288 2.256 -2.608
C -0.247 3.672 -2.341
C 0.437 4.767 -3.153
N -0.110 4.993 -4.499
N -0.043 -2.237 0.170
C 0.505 -3.169 -0.352
O 1.080 -4.119 -0.763
O 0.442 0.596 1.264
C 0.801 -0.003 2.479
C -0.030 0.478 3.654
N -1.477 0.337 3.450
C -1.892 -0.874 2.767
C -1.576 -2.225 3.435
C -2.603 -3.262 3.043
O -1.471 -2.112 4.859
H 2.488 -2.391 1.206
H 4.150 -2.220 0.657
H 3.464 -1.045 1.753
H 3.014 -1.335 -1.228
H 3.338 0.118 -0.328
H -1.745 1.033 -0.412
H -2.124 -0.533 -0.627
H 1.415 -1.970 -2.703
H 0.895 -0.415 -3.285
H -0.530 -2.649 -3.845
H -1.317 -1.083 -3.608
H -1.315 -2.265 -2.326
H 2.221 1.581 -1.867
H 1.244 2.381 -0.653
H -0.552 1.588 -2.800
H 0.864 2.289 -3.540
H -0.157 3.901 -1.277
H -1.317 3.710 -2.572
H 0.400 5.715 -2.614
H 1.496 4.515 -3.261
H -0.529 4.140 -4.852
H -0.853 5.678 -4.457
H 0.742 -1.095 2.409
H 1.844 0.236 2.717
H 0.178 1.539 3.815
H 0.314 -0.078 4.535
H -1.919 0.355 4.360
H -2.976 -0.812 2.615
H -1.441 -0.870 1.775
H -0.602 -2.579 3.096
H -2.294 -4.262 3.346
H -3.557 -3.043 3.533
H -2.762 -3.255 1.965
H -2.364 -2.047 5.209
*
```

=====

Entry 4:
C5H8N2 | ωB97M-V with the def2-TZVPD basis set

- SMILES: C[C@H]1CN[C@H]1C#N
- Highest occupied orbital energy: -9.476 eV
- Calculated total energy: -8293.488 eV

```
! wB97M-V def2-TZVPD RIJCOSX def2/J DEFGRID3
* xyz 0 1
C -0.591 1.270 0.704
C -0.764 -0.021 -0.092
C -0.133 0.050 -1.501
N 1.067 -0.693 -1.041
C 0.326 -1.093 0.175
C 0.954 -1.087 1.498
N 1.343 -1.107 2.588
H 0.262 1.848 0.328
H -1.480 1.903 0.625
H -0.409 1.074 1.766
H -1.789 -0.401 -0.026
H 0.025 1.055 -1.903
H -0.653 -0.554 -2.251
H 1.894 -0.136 -0.884
H -0.051 -2.109 0.013
*
```

=====

Entry 5:
C10H11NO3P | ωB97M-V with the def2-TZVPD basis set

- Highest occupied orbital energy (alpha / beta): -2.954 / -2.951 eV
- Calculated total energy: -27469.249 eV

```
! wB97M-V def2-TZVPD RIJCOSX def2/J DEFGRID3
* xyz -1 1
C -0.615 -2.720 -0.603
C 0.053 -2.180 -1.706
C -0.345 -2.379 0.734
C 1.137 -1.297 -1.468
C 0.642 -1.469 0.975
C 1.425 -1.042 -0.156
C 0.197 1.951 -0.222
C -1.898 0.757 -0.408
C 0.457 3.365 -0.069
C -2.263 0.589 1.141
N -0.863 1.472 -0.539
O 3.589 0.586 -0.904
O -2.477 0.091 -1.239
O 3.310 0.202 1.645
P 2.753 0.237 0.253
H -1.358 -3.408 -0.562
H -0.256 -2.695 -2.609
H -0.936 -2.893 1.476
H 1.714 -0.670 -2.082
H 0.967 -1.162 1.981
H -0.375 3.829 0.474
H 0.586 3.852 -1.065
H 1.390 3.422 0.535
H -2.127 -0.518 1.449
H -3.269 0.931 1.380
H -1.439 1.150 1.589
*
```

=====

Entry 6:
C43H47I2N5O4S3SiV | ωB97M-V with the def2-TZVPD basis set

- Highest occupied orbital energy (alpha / beta): -2.191 / -1.302 eV
- Calculated total energy: -143272.710 eV

```
! wB97M-V def2-TZVPD RIJCOSX def2/J DEFGRID3
* xyz -2 2
V 1.378 0.476 -0.111
S 1.696 -0.555 2.189
C 3.164 -0.978 1.413
C 4.208 -1.747 1.969
C 5.276 -2.099 1.183
C 5.318 -1.703 -0.158
C 4.285 -0.916 -0.620
N 3.273 -0.523 0.149
H 4.122 -2.073 2.997
H 6.074 -2.708 1.593
H 6.120 -2.000 -0.819
H 4.265 -0.555 -1.644
I 2.376 -4.233 -0.185
C 0.859 -3.658 -1.486
C 0.260 -4.627 -2.299
C -0.728 -4.306 -3.188
I -1.591 -5.835 -4.322
C -1.160 -2.960 -3.316
C -2.182 -2.510 -4.180
C -2.520 -1.186 -4.203
C -1.823 -0.292 -3.370
N -0.872 -0.677 -2.564
C -0.542 -1.978 -2.504
C 0.477 -2.311 -1.513
O 0.948 -1.436 -0.715
H 0.584 -5.655 -2.199
H -2.702 -3.224 -4.806
H -3.318 -0.825 -4.838
H -2.069 0.764 -3.357
N 2.575 2.174 -2.990
C 1.797 1.167 -2.431
N 0.749 1.672 -1.784
C 0.868 3.053 -1.881
C 0.041 4.055 -1.393
C 0.391 5.371 -1.662
C 1.531 5.684 -2.405
C 2.363 4.692 -2.905
C 2.009 3.379 -2.631
H 3.446 2.042 -3.469
H 1.867 0.146 -2.777
H -0.840 3.808 -0.817
H -0.230 6.172 -1.284
H 1.775 6.723 -2.591
H 3.250 4.935 -3.477
O -8.959 3.379 2.116
C -8.583 3.165 0.816
O -9.320 3.567 -0.056
C -7.312 2.464 0.600
C -6.504 1.951 1.626
C -5.322 1.302 1.356
C -4.849 1.119 0.033
S -3.372 0.318 -0.297
C -5.677 1.643 -0.989
C -6.860 2.286 -0.716
H -8.268 3.037 2.696
H -6.783 2.031 2.675
H -4.723 0.910 2.168
H -5.351 1.523 -2.015
H -7.469 2.674 -1.523
C -1.433 -3.334 5.746
C -1.679 -3.716 4.290
C -0.985 -2.756 3.337
S -0.845 -3.402 1.644
O -0.825 -4.897 1.748
C -2.507 -2.929 1.131
C -2.899 -3.555 -0.198
C -4.412 -3.557 -0.378
H -1.829 -4.087 6.431
H -1.900 -2.378 5.991
H -0.364 -3.235 5.944
H -2.754 -3.723 4.091
H -1.325 -4.728 4.084
H 0.033 -2.532 3.654
H -1.508 -1.799 3.258
H -2.497 -1.839 1.046
H -3.206 -3.211 1.924
H -2.492 -4.568 -0.267
H -2.455 -2.968 -1.004
H -4.900 -4.137 0.410
H -4.692 -3.994 -1.339
H -4.794 -2.535 -0.343
C 3.546 4.795 0.644
Si 3.527 2.937 1.003
C 4.211 2.628 2.744
C 4.787 2.222 -0.200
N 1.961 2.250 0.780
C 0.893 2.731 1.513
C 0.975 3.734 2.502
C -0.147 4.187 3.178
C -1.407 3.665 2.925
C -1.518 2.655 1.976
C -0.398 2.207 1.297
H 4.411 5.272 1.118
H 2.646 5.308 0.978
H 3.627 4.954 -0.434
H 5.286 2.433 2.706
H 3.717 1.749 3.164
H 4.050 3.465 3.426
H 5.559 2.980 -0.365
H 4.328 1.985 -1.159
H 5.272 1.323 0.179
H 1.931 4.163 2.765
H -0.023 4.964 3.926
H -2.279 4.028 3.455
H -2.468 2.198 1.730
H -0.605 1.437 0.549
*
```

=====

Entry 7:
C6H10BrF | ωB97M-V with the def2-TZVPD basis set

- Highest occupied orbital energy: -8.108 eV
- Calculated total energy: -79140.878 eV

```
! wB97M-V def2-TZVPD RIJCOSX def2/J DEFGRID3
* xyz 0 1
C 0.204 -1.200 1.321
C 0.536 0.161 1.905
C 0.328 -0.915 -0.143
C 1.280 0.311 -0.182
C -1.030 -0.788 -0.891
C 0.979 1.483 -1.027
F 1.045 -1.932 -0.733
Br 3.090 -0.052 -0.117
H 0.894 -1.929 1.605
H -0.836 -1.606 1.563
H -0.271 0.844 1.986
H 1.260 0.345 2.648
H -1.158 -0.535 -1.944
H -1.783 -0.213 -0.263
H -1.387 -1.767 -0.804
H 1.014 1.122 -2.013
H 1.895 2.273 -0.974
H 0.092 2.144 -0.962
*
```

=====

Entry 8:
C6H10N | ωB97M-V with the def2-TZVPD basis set

- Highest occupied orbital energy: -14.808 eV
- Calculated total energy: -7862.564 eV

```
! wB97M-V def2-TZVPD RIJCOSX def2/J DEFGRID3
* xyz 1 1
C 1.436 1.159 0.131
C 0.167 1.332 0.201
C 1.002 -1.020 1.107
C 1.565 -0.346 -0.010
C -1.090 2.015 -0.106
C -0.701 -1.523 -0.734
N 0.108 -0.643 0.006
H 2.191 1.893 -0.019
H 1.254 -2.084 1.329
H 1.093 -0.558 2.153
H 2.307 -0.687 -0.685
H -1.807 2.202 0.788
H -1.693 1.694 -1.043
H -0.803 3.127 -0.315
H -1.763 -1.708 -0.246
H -0.724 -1.044 -1.821
H -0.115 -2.442 -0.932
*
```

=====

Entry 9:
CH5ClNOP | ωB97M-V with the def2-TZVPD basis set

- SMILES: C[P@@](N)(=O)Cl
- Highest occupied orbital energy: -10.610 eV
- Calculated total energy: -26468.592 eV

```
! wB97M-V def2-TZVPD RIJCOSX def2/J DEFGRID3
* xyz 0 1
C 0.287 0.502 1.050
N -0.558 -0.851 -1.344
O -1.600 -1.750 0.857
P -1.153 -0.520 0.174
Cl -2.543 0.806 -0.100
H -0.315 1.331 1.466
H 0.785 -0.211 1.713
H 0.896 1.106 0.368
H -0.916 -0.234 -2.104
H -0.608 -1.922 -1.369
*
```

=====

Entry 10:
C2HCl2NS | ωB97M-V with the def2-TZVPD basis set

- Highest occupied orbital energy (alpha / beta): -6.806 / -10.793 eV
- Calculated total energy: -39455.473 eV

```
! wB97M-V def2-TZVPD RIJCOSX def2/J DEFGRID3
* xyz 0 3
C -2.964 -0.031 0.453
C -0.277 0.526 0.170
N -3.795 0.745 0.324
S -1.606 -1.040 0.564
Cl -0.264 1.680 1.452
Cl -0.609 1.225 -1.380
H 0.728 0.078 0.244
*
```